(1)
The following is a quantum chemistry calculation of C4H2DyO as an isolated structure in a non-equilibrium geometry, from OMol25.

Cartesian coordinates (Å):
C  -1.7110  0.2498  -0.0441
C  0.6576  1.2181  0.1098
C  -0.3314  0.3551  0.0297
C  0.7807  -1.5499  -0.0983
O  1.9468  -1.4300  -0.0353
Dy  3.1983  0.7485  0.1181
H  -2.3461  1.1344  -0.0992
H  -2.1950  -0.7260  0.0192

Output
M: 228.56 g/mol
total charge: +2
multiplicity: 7
frontier orbital gap (spin up / spin down): 7.6 / 7.9 eV

(2)
The following is a quantum chemistry calculation of C4H2F12LiN2O9S4 as an isolated structure in a non-equilibrium geometry, from OMol25.

Cartesian coordinates (Å):
Li  0.6224  0.4665  0.2666
C  -2.6502  3.1121  0.9154
F  -2.4938  2.1541  1.7862
F  -3.7096  3.9333  1.1859
F  -1.5452  3.8674  0.8934
S  -2.8618  2.4037  -0.8972
O  -3.4477  1.0234  -0.7146
O  -3.8017  3.3132  -1.5668
N  -1.1612  2.2264  -1.4109
S  -1.1054  3.4374  -2.3818
O  -1.8704  3.2656  -3.5939
O  -1.3043  4.7631  -1.7668
C  0.7895  3.3685  -2.9755
F  0.9106  4.3874  -3.8494
F  1.6764  3.5203  -1.9910
F  0.9667  2.2740  -3.6313
C  -0.6989  -3.7183  2.7357
F  -0.5994  -4.6564  3.6931
F  -1.1360  -4.2954  1.6056
F  -1.4321  -2.6997  3.0710
S  1.0319  -2.9305  2.4953
O  0.9474  -1.6150  3.1231
O  2.0669  -3.8330  3.0338
N  1.1083  -2.6420  0.7265
S  1.8627  -3.9244  0.2702
O  3.3047  -3.7050  0.3481
O  1.3896  -5.1584  0.9312
C  1.4662  -4.1295  -1.6708
F  0.7372  -3.1023  -2.0469
F  2.5713  -4.1225  -2.4410
F  0.8107  -5.2573  -1.8571
O  2.5389  2.4608  1.6517
H  2.2309  3.3517  1.4855
H  2.7855  2.4608  2.5766

Output
M: 585.25 g/mol
total charge: -1
frontier orbital gap: 8.4 eV

(3)
The following is a quantum chemistry calculation of one molecule with the formula C4H2IN in a non-equilibrium geometry, from OMol25.

Cartesian coordinates (Å):
C  -0.0941  1.5228  -0.0956
C  -1.0869  2.3995  0.0990
C  -2.6618  0.7083  -0.2066
C  -0.0804  0.2943  0.1666
N  -2.1967  1.8557  -0.1950
I  -4.4415  -0.2225  -0.0180
H  0.5714  -0.3942  -0.4490
H  -0.7081  -0.0251  0.9701

Output
M: 190.97 g/mol
frontier orbital gap (spin up / spin down): 7.4 / 7.5 eV

Calculated energy relative to the best compared isomer or geometry (same formula, charge and spin), 36.17; 507.66; 406.75 kJ/mol (same order as the records).